[1]
This record from the Open Molecules 2025 dataset describes 2 unconnected molecules or ions with the total composition C2H5NO in a non-equilibrium geometry. The level of theory is the ωB97M-V functional and the def2-TZVPD basis.

As for the energy above the lowest of the compared OMol25 structures with the same formula, charge and spin: 7.306 eV. For the molar mass, the calculation gives 59.068 g/mol.

ORCA input file:
```
! RIJCOSX wB97M-V def2-TZVPD def2/J DEFGRID3
* xyz 0 1
H 0.044 -1.785 -0.681
C 0.489 -1.073 0.005
H -1.332 2.624 -0.200
H 0.463 -1.352 0.988
H 0.990 1.489 -0.234
C 0.014 1.209 0.064
H 1.474 -0.879 -0.311
O -1.659 -0.278 0.321
N -0.483 0.045 0.048
*
```

=====

[2]
This record from the Open Molecules 2025 dataset describes a molecular structure, C23H21BiN8O4S4Se. The level of theory is the ωB97M-V functional and the def2-TZVPD basis.

As for the energy above the lowest of the compared OMol25 structures with the same formula, charge and spin: 0.000 eV. For the molar mass, the calculation gives 889.681 g/mol.

ORCA input file:
```
! RIJCOSX wB97M-V def2-TZVPD def2/J DEFGRID3
* xyz -2 1
H 0.552 3.387 -0.111
H 3.439 -0.849 4.118
C 1.900 0.662 -2.891
N -6.500 1.004 -0.281
C -0.620 -4.988 -0.293
O 2.582 1.802 3.649
S -1.165 -1.368 2.003
C 2.533 1.996 -2.442
C -0.558 -2.849 1.281
C -3.755 -0.637 -2.129
H -5.134 2.280 1.683
H 2.999 2.446 -3.321
C 3.533 -0.372 1.275
Se -7.563 0.051 -1.377
C -0.591 1.941 2.059
S -1.626 -3.604 0.097
O -0.916 -5.856 -1.091
Bi 0.172 0.374 0.558
H 5.625 -2.209 3.106
C -5.256 0.732 -0.604
C 3.025 0.902 2.960
H 5.853 -2.030 1.367
S 1.878 -3.058 2.662
H -0.122 -1.508 -2.903
H 0.561 2.842 -2.442
C -5.094 -0.231 -1.710
H 4.411 -2.889 2.007
N 1.226 2.720 -0.469
C -2.200 -1.906 -3.429
C 1.495 2.969 -1.889
H 3.309 1.823 -1.689
N -1.721 1.501 0.028
H 2.071 2.787 0.089
C 0.612 -3.472 1.555
H -1.388 3.443 0.725
C 3.997 -0.164 3.470
C -3.061 2.648 1.758
H -1.968 -2.635 -4.193
S 0.875 -4.965 0.638
H 0.131 2.673 2.419
H -4.339 -2.045 -3.635
O 1.348 0.664 -4.000
H -1.010 1.403 2.913
H 1.832 4.002 -2.055
C -3.504 -1.580 -3.126
O 1.982 -0.307 -2.081
C -1.703 2.466 1.135
C -2.663 -0.062 -1.486
N 3.526 -0.903 0.064
C 5.103 -2.055 2.163
C -2.841 0.969 -0.436
H 3.973 -1.791 -0.074
N -6.175 -0.695 -2.252
C -4.168 2.134 1.215
C -4.108 1.297 0.027
H 4.835 0.276 4.011
C -1.169 -1.295 -2.713
H -3.106 3.219 2.680
N 4.391 -0.799 2.236
N -1.402 -0.401 -1.768
H 2.910 -0.546 -0.701
N 2.750 0.657 1.640
*
```